161
Properties=species:S:1:pos:R:3:forces:R:3:lowdin_charge:R:1 method="wB97M-V/def2-TZVPD" charge=+1 orbital_gap_ev=6.01 homo_energy_ev=-10.93 total_energy_ev=-144588.2840
C -0.1935 4.5056 0.5488 -6.658 -6.809 4.929 0.185
C -1.1649 3.6472 1.1446 6.825 5.125 -3.535 -0.037
N -2.0819 2.6381 1.7829 1.216 -0.307 -3.445 0.158
C -2.4220 1.4539 1.1346 -0.125 0.204 -0.167 -0.109
N -3.2579 0.5010 1.9446 3.251 0.949 -0.519 0.067
C -2.2966 -0.6370 2.3056 -2.852 -1.928 -1.730 -0.284
S -1.8448 -0.5272 4.1050 8.229 3.927 2.873 0.900
O -1.3208 0.9323 4.4011 -3.163 -4.668 -1.465 -0.343
O -0.7209 -1.4789 4.5820 -4.889 1.784 -1.874 -0.318
C -3.3479 -0.7681 5.1947 -3.474 1.930 1.519 -0.241
F -4.4172 0.1868 4.7174 3.338 -3.040 1.477 0.004
F -3.0288 -0.3823 6.5884 -0.960 -1.577 -4.806 0.042
C -4.0234 -2.2588 5.1439 -2.901 -0.900 0.948 -0.107
F -5.1202 -2.2500 6.1837 3.587 -0.005 -3.337 0.036
F -4.6869 -2.6104 3.8675 2.467 1.485 3.906 0.052
C -3.0294 -3.4950 5.5546 0.617 -4.080 1.395 -0.108
F -3.8965 -4.6083 6.0902 3.108 4.031 -1.987 0.043
F -2.0820 -3.1735 6.6711 -3.267 -0.938 -4.446 0.047
F -2.3178 -4.1107 4.3724 -2.351 2.676 4.273 0.027
C -1.0896 -0.8970 1.2308 1.488 -2.236 0.564 -0.269
C -0.7626 -2.5332 1.3817 0.244 -0.632 -0.349 -0.038
C 0.3586 -0.2180 1.5798 0.306 1.537 0.769 -0.136
C 1.6791 -0.9566 0.9489 1.350 0.691 0.032 -0.185
C 2.5552 -1.8379 2.0400 0.866 0.043 -0.382 -0.188
C 4.1952 -1.6054 1.8370 0.237 -0.697 0.514 -0.183
C 4.8646 -0.7232 3.0816 0.356 -0.154 -0.739 -0.181
C 5.2426 0.8107 2.6166 0.525 0.190 0.854 -0.153
C 4.6115 1.9806 3.6027 0.383 0.479 -1.101 -0.228
O 4.7824 1.6831 5.0404 -2.672 0.126 -0.886 -0.257
C 3.4185 1.5520 5.6247 -0.651 -0.805 0.134 -0.127
C -1.6950 -0.5119 -0.2846 0.230 -0.719 0.481 -0.266
C -3.0206 -1.3960 -0.6702 -1.333 -1.091 -0.456 -0.120
C -2.7311 -2.9111 -1.2831 -0.877 -0.494 -0.367 -0.246
C -3.0682 -3.0145 -2.9153 -0.351 -1.382 1.153 -0.464
S -1.5245 -3.8306 -3.6917 -0.967 -0.244 0.664 0.685
C -0.6527 -0.7654 -1.5110 0.138 0.035 -1.006 -0.069
C 0.4289 0.3672 -1.8950 3.208 3.353 -0.736 -0.322
C 1.0405 0.2491 -3.4529 -0.716 -2.014 0.753 -0.078
N 0.9623 1.3903 -1.1722 -2.735 -3.838 -1.610 0.094
N -1.9364 1.0094 -0.2174 -1.437 0.543 2.487 -0.002
C -2.6879 1.5632 -1.3747 -2.182 0.664 -1.574 -0.142
C -2.2554 3.0234 -1.9563 -3.887 5.765 3.245 -0.602
O -2.9546 4.0930 -1.4826 4.215 -6.918 -2.894 -0.169
I -0.7314 3.4744 -3.4569 -1.172 -0.892 1.133 1.091
H 0.7854 5.1125 0.2430 -2.685 -1.567 0.713 0.096
H -2.4340 2.8610 2.7620 0.451 -0.717 -1.583 0.192
H -4.1086 0.1580 1.4572 1.136 0.343 0.096 0.138
H -2.9945 -1.6066 2.2327 1.634 1.936 0.372 0.143
H -0.1765 -2.9562 0.4345 -1.233 1.145 2.167 0.100
H -0.0764 -2.7472 2.3315 -1.579 0.680 -2.063 0.108
H -1.7279 -3.1887 1.4643 1.604 1.298 -0.116 0.091
H 0.2973 0.9442 1.3087 0.419 -2.600 0.135 0.107
H 0.6119 -0.1908 2.7488 -1.139 -0.359 -2.438 0.113
H 2.4097 -0.0837 0.5915 -1.769 -1.848 0.695 0.115
H 1.4985 -1.6321 0.0205 0.116 1.389 1.621 0.097
H 2.3890 -2.9989 1.9190 -0.046 2.503 0.422 0.098
H 2.3258 -1.4864 3.1423 0.190 -0.850 -2.168 0.100
H 4.7270 -2.6680 1.8669 -1.320 2.324 -0.074 0.094
H 4.4567 -1.1532 0.7749 -0.669 -0.677 2.223 0.111
H 5.8613 -1.2842 3.3717 -2.205 1.370 -0.490 0.102
H 4.1681 -0.7278 4.0442 1.440 -0.021 -2.138 0.103
H 4.9123 1.0607 1.5172 0.538 -0.563 2.104 0.105
H 6.4330 0.8876 2.6663 -2.802 0.007 -0.315 0.095
H 5.1986 2.9704 3.3848 -1.062 -1.724 0.399 0.122
H 3.4705 2.2087 3.3527 2.361 -0.666 0.508 0.120
H 3.4347 1.0419 6.6828 0.416 1.081 -2.101 0.107
H 2.7896 0.8381 4.9157 1.109 1.503 1.489 0.082
H 2.8536 2.5782 5.7320 1.256 -1.831 -0.360 0.103
H -3.7810 -1.5860 0.2083 1.642 0.661 -1.405 0.107
H -3.7037 -0.9271 -1.5308 1.721 -0.487 1.995 0.122
H -1.6578 -3.3175 -1.1167 -1.990 0.959 -0.196 0.060
H -3.4771 -3.6863 -0.7733 1.629 1.769 -0.904 0.125
H -3.9409 -3.8146 -3.0620 1.801 2.096 0.250 0.069
H -3.3220 -1.9804 -3.4003 0.716 -2.067 0.722 0.086
H -1.5559 -5.1696 -3.1845 -0.301 1.842 -0.546 -0.060
H -0.1050 -1.8236 -1.4326 -1.236 2.491 -0.034 0.130
H -1.3295 -0.8742 -2.4927 1.520 0.220 2.086 0.124
H 1.8545 1.0576 -3.6800 -1.812 -1.467 0.551 0.084
H 0.1707 0.2031 -4.2554 1.885 0.420 1.596 0.057
H 1.5515 -0.8292 -3.4789 -0.910 2.267 -0.109 0.098
H 1.6603 1.9549 -1.7034 -0.608 -0.931 0.133 0.020
H -3.8263 1.6730 -1.0268 2.379 0.199 -1.078 0.159
H -2.7543 0.8527 -2.3332 0.697 1.283 2.434 0.152
O 5.5426 -3.4466 3.9769 0.034 -0.707 0.275 -0.068
H 5.7043 -4.2378 3.4414 -0.062 0.242 0.195 0.052
H 5.1402 -3.7913 4.7882 0.119 0.123 -0.289 0.047
O 0.1721 6.9070 -4.3961 0.135 -0.199 0.331 -0.089
H -0.0975 6.0545 -4.0226 -0.039 0.251 -0.113 -0.089
H -0.0136 7.5419 -3.6880 -0.021 0.092 -0.192 0.033
O -2.7132 -2.4840 9.5737 -0.276 0.105 -0.481 -0.047
H -2.6410 -2.4990 8.6074 -0.034 -0.136 0.412 -0.011
H -3.6571 -2.6270 9.7400 0.271 0.076 0.067 0.049
O 4.1136 1.9242 -1.6733 0.186 -0.011 -0.063 -0.073
H 4.4150 1.3798 -2.4162 0.120 0.134 0.073 0.016
H 4.9090 2.4037 -1.3969 -0.282 -0.163 -0.132 0.047
O -3.6084 6.9430 -0.6326 -0.267 -0.336 0.078 -0.063
H -3.4467 6.1517 -1.1681 0.126 0.039 0.140 0.001
H -4.0107 6.5982 0.1787 0.157 0.168 -0.242 0.049
O 1.1507 3.2313 -6.4697 -0.327 0.281 0.138 -0.089
H 1.2163 3.8693 -5.7433 0.310 -0.113 -0.260 -0.028
H 0.4781 3.6112 -7.0548 0.222 0.008 0.106 0.036
O 2.2303 -4.3585 3.9084 -0.206 -0.179 0.539 -0.064
H 1.9607 -5.2110 4.2819 0.011 0.163 -0.244 0.031
H 2.0447 -3.7236 4.6165 0.106 -0.094 -0.274 0.043
O -4.7689 -5.8861 -2.6986 -0.015 -0.157 0.512 -0.073
H -4.6072 -6.6774 -3.2341 -0.121 0.033 -0.241 0.003
H -5.1713 -6.2309 -1.8873 0.121 0.175 -0.316 0.046
O 2.7326 5.0021 -3.8649 -0.222 0.247 -0.282 -0.089
H 2.3378 5.8389 -4.1529 0.079 -0.115 0.035 0.011
H 3.3832 5.2676 -3.1977 -0.179 -0.181 0.027 0.017
O -6.0796 7.8583 -2.3498 0.273 -0.208 -0.232 -0.071
H -5.4917 7.3642 -1.7589 0.027 0.296 -0.062 -0.006
H -5.5439 8.0050 -3.1438 -0.237 -0.004 0.316 0.036
O -2.1201 -2.0520 -6.8348 0.494 0.363 0.021 -0.064
H -1.5322 -2.5462 -6.2438 -0.173 -0.119 -0.154 0.002
H -1.5843 -1.9053 -7.6288 -0.228 -0.328 0.047 0.066
O -0.5669 0.0651 8.0677 -0.332 -0.290 -0.306 -0.051
H -0.7553 0.0021 7.1192 0.221 0.115 0.303 -0.001
H -1.2029 -0.5431 8.4734 0.250 0.200 0.114 0.013
O -6.0259 -0.2090 8.4074 0.504 -0.093 -0.244 -0.054
H -5.7245 -0.7534 7.6645 -0.192 0.217 0.292 -0.007
H -5.2305 0.2705 8.6838 -0.290 -0.098 -0.003 0.041
O -2.0290 -5.1167 -6.7959 -0.163 0.043 -0.014 -0.094
H -1.8537 -4.7327 -5.9236 -0.196 -0.106 -0.012 -0.085
H -2.9006 -4.7671 -7.0346 0.335 -0.074 0.051 0.040
O 3.0947 6.1373 -1.3516 -0.246 0.009 0.390 -0.072
H 3.2700 6.5212 -0.4793 -0.015 -0.013 -0.370 0.046
H 2.2231 6.4869 -1.5903 0.291 0.100 0.125 0.014
O 1.3209 8.2438 -0.3393 -0.136 0.173 0.380 -0.057
H 0.5455 8.3354 0.2347 0.169 0.005 -0.240 0.053
H 1.8236 9.0577 -0.1850 -0.125 -0.231 -0.152 0.061
O 1.2192 6.0342 -8.1010 0.280 -0.080 0.354 -0.063
H 1.4129 6.6633 -7.3898 -0.123 -0.171 -0.237 0.034
H 1.9481 5.3975 -8.0551 -0.189 0.169 -0.043 0.036
O 8.3446 1.5160 3.5972 -0.016 0.450 0.293 -0.069
H 7.5692 1.6075 4.1711 0.220 -0.079 -0.039 0.024
H 8.8473 2.3299 3.7514 -0.102 -0.312 -0.073 0.046
O 5.9421 1.2270 -4.3792 -0.238 0.015 -0.235 -0.062
H 5.4458 1.7331 -5.0399 0.203 -0.148 0.237 0.042
H 6.3820 0.5355 -4.8963 -0.084 0.131 0.033 0.020
O -0.0658 -6.4226 -3.7119 0.083 -0.448 -0.386 -0.115
H 0.0104 -6.3338 -4.6739 -0.013 -0.013 0.223 0.048
H -0.1122 -7.3798 -3.5683 0.054 0.133 0.230 0.037
O -5.0189 -8.2204 -4.4692 -0.330 -0.328 -0.111 -0.052
H -5.2073 -8.2834 -5.4177 0.163 0.131 0.290 0.060
H -5.6549 -8.8286 -4.0635 0.224 0.179 -0.111 0.057
O -0.5104 9.8336 -4.3759 -0.028 -0.373 -0.207 -0.062
H -1.3670 9.5860 -4.7553 0.268 0.132 0.109 0.048
H 0.1359 9.4161 -4.9650 -0.215 0.202 0.100 0.032
O -1.1782 0.6350 -6.1431 -0.008 0.127 -0.315 -0.095
H -1.2754 1.1247 -6.9737 0.102 -0.074 0.379 0.045
H -1.3659 -0.2832 -6.3895 -0.304 0.027 0.129 -0.016
O 6.7104 -0.2732 -7.1681 -0.091 -0.029 -0.418 -0.059
H 6.2141 0.2329 -7.8288 0.171 -0.148 0.244 0.046
H 7.1503 -0.9647 -7.6851 -0.101 0.212 0.262 0.048
O -0.0789 -8.6587 -1.4457 -0.265 -0.032 0.363 -0.057
H -0.3485 -9.5112 -1.0722 0.132 0.245 -0.201 0.046
H -0.2645 -8.0238 -0.7376 0.135 -0.173 -0.274 0.043
O -0.4282 -6.6420 4.3629 -0.185 0.330 0.228 -0.058
H -0.2529 -6.2581 5.2352 -0.112 -0.207 -0.239 0.038
H -1.2998 -6.2924 4.1242 0.332 -0.150 0.074 0.019

---

21
Properties=species:S:1:pos:R:3:forces:R:3:lowdin_charge:R:1 method="wB97M-V/def2-TZVPD" charge=+1 orbital_gap_ev=5.64 homo_energy_ev=-13.10 total_energy_ev=-10412.4197 de_lowest_kj_mol=557.31
C 1.0411 -0.0980 -1.6842 -1.242 0.895 -1.263 -0.241
C 1.1487 -1.2881 -0.6666 0.496 -0.989 -0.633 -0.109
C -0.0752 -1.5982 -0.0090 2.235 0.102 2.148 0.190
C -0.5465 -0.7392 1.0918 -1.707 -1.505 -0.555 -0.269
N -1.3785 0.3838 0.7121 -0.151 -0.366 0.088 0.043
C -2.0434 -0.8740 1.2702 1.425 2.598 -0.933 -0.003
N 1.4517 1.1642 -1.1806 0.512 0.139 0.337 0.037
H 1.6201 -0.3464 -2.5726 0.454 -0.247 0.355 0.133
H 0.0221 -0.1190 -2.1163 -0.052 0.005 0.305 0.114
H 1.6311 -2.1397 -1.1223 -0.403 -0.394 -0.532 0.132
H 1.8942 -0.9615 0.0427 0.060 0.720 0.777 0.162
H -0.4865 -2.6076 -0.0138 -0.567 0.203 -0.932 0.166
H 0.1418 -0.6759 1.9310 0.114 0.361 -0.090 0.177
H -2.5547 -1.2932 0.4203 -0.576 -0.939 0.669 0.122
H -2.4691 -0.5697 2.2064 -0.464 -0.718 0.237 0.120
H 0.9082 1.6494 -0.4749 -0.235 -0.220 0.032 0.039
H 1.6984 1.8169 -1.9097 0.100 -0.093 -0.057 0.096
H -0.7202 2.0381 1.3453 0.296 0.291 -0.151 0.004
H 0.1369 3.2018 1.8961 0.100 -0.044 -0.326 0.058
H -1.4594 0.4434 -0.3002 -0.211 0.149 0.020 0.111
O 0.0389 2.6130 1.1344 -0.186 0.053 0.503 -0.081

---

84
Properties=species:S:1:pos:R:3:forces:R:3:lowdin_charge:R:1 method="wB97M-V/def2-TZVPD" charge=+3 orbital_gap_ev="5.81 / 5.82" homo_energy_ev="-16.66 / -16.67" total_energy_ev=-67178.6437
Os 0.0099 -0.2952 0.2053 -0.028 0.144 1.231 0.723
C 2.3009 -1.2551 -2.4720 0.274 0.039 -0.103 -0.105
C 3.1465 -1.1745 -1.1967 0.086 0.140 -0.174 -0.524
C 4.6085 -0.8492 -1.5173 0.077 -0.075 0.090 -0.077
P 2.3668 -0.0304 -0.0053 -0.197 -0.047 -1.093 0.979
C 3.2806 -0.0317 1.5894 -0.465 -0.228 0.338 -0.504
C 3.5741 -1.4557 2.0567 0.141 0.000 -0.008 -0.090
C 2.5106 0.7752 2.6459 0.212 0.126 -0.092 -0.093
C 2.4678 1.6642 -0.6164 -0.100 -0.158 0.195 -0.267
C 3.6214 2.3227 -0.9687 0.309 0.202 -0.126 0.001
C 3.5854 3.6415 -1.4602 0.209 -0.070 0.001 -0.195
C 4.8451 4.3627 -1.8363 -0.102 -0.017 0.086 -0.005
C 2.3405 4.2616 -1.5952 0.053 0.105 -0.063 0.023
C 1.1814 3.6329 -1.1997 -0.149 -0.126 0.046 0.023
C 1.2411 2.3352 -0.6623 -0.404 0.291 -0.251 -0.271
N 0.0977 1.6408 -0.2328 0.279 -0.688 0.808 -0.110
C -1.0556 2.3520 0.1018 0.123 0.263 -0.106 -0.278
C -1.0456 3.6196 0.7165 0.157 -0.171 -0.017 0.019
C -2.2329 4.1861 1.1008 -0.172 0.051 0.060 0.032
C -3.4648 3.5456 0.8672 -0.098 0.062 0.031 -0.193
C -4.7479 4.1936 1.2886 0.120 -0.012 0.038 -0.004
C -3.4596 2.2908 0.2523 -0.265 0.072 -0.003 -0.007
C -2.2780 1.6947 -0.1391 0.034 -0.157 0.140 -0.259
P -2.0548 0.0792 -0.9162 0.355 0.366 -0.841 0.988
C -3.4896 -1.0029 -0.5988 0.042 -0.042 0.309 -0.498
C -4.7152 -0.6132 -1.4497 -0.004 -0.079 -0.004 -0.067
C -3.8159 -1.0740 0.9011 -0.125 0.038 -0.061 -0.096
C -1.7655 0.3291 -2.7022 -0.235 -0.121 -0.173 -0.514
C -2.7947 1.2224 -3.4062 0.007 0.015 -0.077 -0.069
C -1.6100 -1.0397 -3.3771 -0.102 -0.001 -0.046 -0.089
H 2.6395 -2.0839 -3.0982 0.053 0.090 0.036 0.101
H 2.3896 -0.3364 -3.0609 0.002 -0.081 0.056 0.096
H 1.2469 -1.3993 -2.2527 -0.229 -0.015 0.054 0.006
H 3.1012 -2.1312 -0.6695 -0.021 -0.104 0.042 0.103
H 4.6858 0.0381 -2.1479 -0.018 -0.070 0.034 0.080
H 5.0463 -1.6802 -2.0733 -0.023 0.039 0.018 0.102
H 5.2166 -0.7052 -0.6200 -0.034 -0.004 -0.075 0.084
H 4.2139 0.4884 1.3555 0.046 0.004 -0.108 0.125
H 2.6563 -2.0386 2.1689 0.005 0.027 0.024 0.049
H 4.0563 -1.4134 3.0350 -0.017 -0.014 -0.050 0.104
H 4.2480 -1.9843 1.3806 -0.034 0.012 0.039 0.081
H 1.5567 0.3083 2.8813 -0.121 -0.085 0.044 0.058
H 2.3281 1.8046 2.3266 -0.002 -0.052 0.002 0.079
H 3.0929 0.8161 3.5690 -0.008 -0.005 -0.096 0.102
H 4.5835 1.8319 -0.8740 -0.056 0.062 -0.015 0.118
H 5.6972 3.6906 -1.9207 -0.047 0.002 -0.008 0.092
H 5.0815 5.1117 -1.0741 -0.017 -0.044 -0.005 0.112
H 4.7206 4.9049 -2.7738 -0.008 -0.039 -0.012 0.103
H 2.2884 5.2564 -2.0253 -0.008 -0.072 0.040 0.143
H 0.2269 4.1233 -1.3370 0.074 0.003 -0.054 0.129
H -0.1081 4.1063 0.9525 -0.043 -0.046 0.023 0.134
H -2.2236 5.1414 1.6153 -0.015 -0.063 -0.050 0.145
H -4.7435 5.2592 1.0601 0.003 -0.013 -0.033 0.104
H -4.8611 4.1079 2.3738 0.010 -0.018 -0.024 0.113
H -5.6155 3.7318 0.8226 0.024 -0.007 -0.010 0.094
H -4.4080 1.8091 0.0554 0.014 0.027 0.027 0.113
H -3.1279 -1.9812 -0.9212 -0.026 -0.134 -0.034 0.109
H -5.6069 -1.0320 -0.9792 0.063 -0.008 -0.026 0.104
H -4.6539 -1.0191 -2.4581 0.013 0.029 0.031 0.081
H -4.8635 0.4627 -1.5335 -0.015 -0.029 0.050 0.071
H -4.2859 -0.1562 1.2569 0.018 -0.061 -0.040 0.081
H -2.9392 -1.2634 1.5161 0.054 -0.027 0.038 0.027
H -4.5207 -1.8902 1.0691 0.019 0.058 -0.026 0.102
H -0.8007 0.8368 -2.7105 0.148 0.074 -0.023 0.097
H -3.7339 0.6994 -3.5864 0.095 0.056 0.015 0.075
H -2.3940 1.5144 -4.3805 -0.029 -0.034 0.089 0.102
H -3.0062 2.1401 -2.8503 0.036 -0.081 -0.037 0.082
H -2.5676 -1.5659 -3.4356 0.109 0.062 0.001 0.085
H -0.8952 -1.6814 -2.8534 -0.023 0.025 -0.002 0.043
H -1.2470 -0.9072 -4.3973 -0.026 0.006 0.037 0.104
C -0.1958 -6.2480 1.2954 -0.067 0.230 0.083 0.001
N -0.2850 -4.7807 1.5187 0.051 -0.288 -0.106 0.011
C -0.0564 -3.7818 0.6957 0.277 -0.169 -0.086 -0.657
S -0.2036 -2.1761 1.4706 -0.262 0.524 -0.132 0.651
N 0.2587 -3.8743 -0.5809 -0.014 -0.230 -0.083 0.013
C 0.3907 -5.0680 -1.4487 -0.022 0.163 0.119 -0.005
H -0.5653 -6.7290 2.1955 -0.014 0.042 0.020 0.108
H 0.8337 -6.5568 1.1395 0.053 0.061 0.016 0.101
H -0.8162 -6.5618 0.4635 -0.045 0.055 -0.015 0.092
H -0.5019 -4.4958 2.4613 -0.015 -0.050 0.125 0.127
H 0.3778 -2.9831 -1.0306 0.050 0.191 -0.100 0.061
H 1.0925 -5.7833 -1.0371 0.055 0.000 0.050 0.093
H 0.7752 -4.7272 -2.4047 0.013 0.050 -0.011 0.099
H -0.5717 -5.5428 -1.6158 -0.060 0.029 0.017 0.100

---

Look up the charge of the second one. +1